Computed, not measured: C21H21N10ReS4 as an isolated structure in a non-equilibrium geometry, with ωB97M-V/def2-TZVPD.

Relative energy (zero: lowest compared OMol25 entry of this formula, charge and spin) = 0.651 eV
Total charge = +3
Spin multiplicity = 4
Expectation value of S² = 3.790
HOMO (alpha / beta) = -16.8 / -16.7 eV

```
57
C21H21N10ReS4 | OMol25 | ωB97M-V/def2-TZVPD
Re -0.79090 -16.38024 0.65326
C 4.21547 -17.36102 3.60813
S 3.37462 -18.19191 2.17746
C 1.83897 -17.35035 1.98257
S 1.36025 -17.45833 0.31059
N 1.21242 -16.75234 2.94651
N -0.00378 -16.24012 2.55538
C -0.72943 -15.56054 3.41986
C -2.01845 -15.09994 2.99903
C -2.99163 -14.53687 3.84400
C -4.19035 -14.04184 3.22524
C -4.37448 -14.15957 1.92120
C -3.40913 -14.78419 1.10396
N -2.30091 -15.25082 1.68899
H 5.23249 -17.78452 3.57959
H 4.29149 -16.31523 3.34806
H 3.54411 -17.46202 4.49455
H -0.41545 -15.57634 4.45560
H -2.84329 -14.44394 4.94491
H -4.88961 -13.31827 3.79134
H -5.16674 -13.69338 1.43021
H -3.51766 -14.81664 0.04454
N -1.95301 -15.27479 -3.18277
C -2.48178 -16.54204 -3.34355
C -2.95624 -17.28958 -4.44298
C -3.43582 -18.54755 -4.08259
C -3.62381 -19.02053 -2.74745
C -3.10011 -18.29968 -1.75426
C -2.47088 -17.08219 -2.05556
N -1.75690 -16.19782 -1.22912
C -1.46826 -15.12863 -1.94320
C -0.80043 -14.00912 -1.29500
C -0.84646 -12.68793 -1.53605
S -0.11685 -11.80931 -0.22237
C 0.25370 -13.28403 0.49713
N -0.12147 -14.36968 -0.12792
H -1.77995 -14.59943 -3.87901
H -2.79924 -17.15657 -5.50398
H -3.85374 -19.12522 -4.92703
H -3.97412 -20.06052 -2.65132
H -3.18614 -18.56403 -0.72689
H -1.39880 -12.11918 -2.25983
H 0.76933 -13.35931 1.45921
C 1.49595 -22.87751 0.73892
C 0.75391 -21.73683 0.26689
N 0.36281 -21.43872 -0.88434
N -0.41752 -20.33647 -0.84086
C -0.50422 -19.91332 0.46341
S -1.48520 -18.69645 1.14729
N 0.27777 -20.76169 1.15567
N 0.45426 -20.60650 2.51459
H 2.10687 -23.39789 0.01376
H 0.81900 -23.64070 1.14557
H 2.17836 -22.76872 1.59674
H -1.10149 -20.10423 -1.54201
H 1.45184 -20.43460 2.71683
H 0.14768 -21.42007 2.99669
```

Computed, not measured: a 2-piece molecular cluster, C2H8N2O2 overall in a non-equilibrium geometry, with ωB97M-V/def2-TZVPD.

Relative energy (zero: lowest compared OMol25 entry of this formula, charge and spin) = 2.442 eV
SMILES string = O=CO.NCN
HOMO = -9.1 eV

```
14
C2H8N2O2 | OMol25 | ωB97M-V/def2-TZVPD
O -2.29014 -0.24312 2.40977
C -1.13356 -0.41318 2.65879
O -0.93890 -1.59162 3.34711
H -0.24649 0.12994 2.43288
H -0.32822 -1.80184 4.05542
N 1.10113 0.29076 -2.89980
C 0.60719 -0.15112 -1.52595
N 0.15907 0.96494 -0.63900
H 0.53082 1.04591 -3.35529
H 2.01830 0.77180 -2.84804
H -0.19992 -0.97108 -1.58531
H 1.36698 -0.62083 -0.95853
H 0.01278 1.81015 -1.02863
H -0.65904 0.77930 -0.06341
```

Computed, not measured: a 5-piece molecular cluster, C30H65IN6O2P2S overall in a non-equilibrium geometry, with ωB97M-V/def2-TZVPD.

SMILES string = O=[PH2]c1cc(P(O)I)c2nsnc2c1.CCN(CC)CC.CCN(CC)CC.CCN(CC)CC.CCN(CC)CC
HOMO = -8.1 eV

```
107
C30H65IN6O2P2S | OMol25 | ωB97M-V/def2-TZVPD
O -5.58381 1.19890 -1.69824
P -4.99995 0.05255 -2.64335
C -3.25828 -0.53893 -2.00732
C -2.25710 0.44259 -1.15745
C -0.75724 -0.05702 -0.66099
P 0.45926 1.07983 0.28372
O 0.05972 1.07166 1.97950
I 0.13140 3.41955 -0.46606
C -0.33076 -1.59836 -1.02542
N 0.94451 -2.38565 -0.75005
S 0.72170 -3.98391 -1.48686
N -0.89227 -3.99778 -2.23047
C -1.35361 -2.59470 -1.88778
C -2.83436 -2.10066 -2.41544
H -5.95678 -1.03472 -2.65037
H -4.75199 0.55376 -3.99779
H -2.55285 1.54890 -0.86325
H -0.00999 0.12124 2.28946
H -3.56289 -2.76365 -3.05078
C -0.11188 2.86930 -4.89721
C 0.76306 4.09591 -4.65460
N 2.14081 3.94055 -5.12764
C 3.04734 4.97951 -4.63015
C 2.78597 6.41669 -5.07300
C 2.30816 3.59010 -6.53915
C 1.69967 4.52623 -7.57831
H 0.34396 1.96738 -4.47566
H -1.08658 3.00707 -4.41741
H -0.29433 2.70290 -5.96334
H 0.77824 4.26225 -3.57005
H 0.27831 4.97238 -5.09871
H 4.08104 4.71539 -4.88634
H 3.02005 4.95484 -3.53236
H 3.07606 6.57904 -6.11141
H 3.38414 7.10168 -4.46393
H 1.73778 6.70509 -4.94916
H 1.88446 2.59060 -6.69630
H 3.37566 3.46407 -6.76145
H 0.67733 4.82290 -7.33051
H 1.66382 4.02133 -8.54959
H 2.30169 5.42749 -7.71240
C 1.96847 2.41576 4.37631
C 1.39185 1.59975 5.52983
N 2.31100 0.58569 6.05228
C 1.66276 -0.38604 6.93785
C 1.08143 0.13212 8.25066
C 3.61948 1.06396 6.50209
C 3.64725 2.13424 7.58846
H 2.32775 1.76594 3.57157
H 1.19430 3.06824 3.95900
H 2.79343 3.05660 4.70248
H 0.49513 1.09880 5.14370
H 1.05384 2.28407 6.31588
H 2.36312 -1.20068 7.16099
H 0.85043 -0.86647 6.37587
H 1.86227 0.36026 8.97665
H 0.44505 -0.63783 8.69809
H 0.46067 1.02168 8.10731
H 4.15963 1.45377 5.63060
H 4.22755 0.21182 6.83218
H 2.93852 2.94453 7.39952
H 4.64570 2.58196 7.63591
H 3.44183 1.71407 8.57534
C -5.37295 -3.56847 7.29955
C -4.49800 -2.34186 7.54216
N -3.12025 -2.49721 7.06913
C -2.21372 -1.45826 7.56661
C -2.47509 -0.02108 7.12376
C -2.95290 -2.84767 5.65762
C -3.56140 -1.91153 4.61846
H -4.91710 -4.47039 7.72111
H -6.34764 -3.43069 7.77936
H -5.55539 -3.73486 6.23342
H -4.48282 -2.17551 8.62671
H -4.98276 -1.46539 7.09806
H -1.18003 -1.72237 7.31042
H -2.24101 -1.48293 8.66441
H -2.18501 0.14128 6.08535
H -1.87692 0.66391 7.73283
H -3.52328 0.26733 7.24760
H -3.37660 -3.84717 5.50046
H -1.88540 -2.97369 5.43532
H -4.58374 -1.61487 4.86626
H -3.59725 -2.41644 3.64718
H -2.95937 -1.01028 4.48436
C 1.44646 -4.97927 -8.14231
C 0.62314 -4.07221 -7.23217
N 1.28551 -3.74896 -5.96613
C 0.38843 -3.14150 -4.97874
C -0.20738 -1.77602 -5.31098
C 2.61189 -3.13709 -6.06379
C 2.73539 -1.83560 -6.84949
H 1.75304 -5.89179 -7.62049
H 0.84909 -5.27534 -9.01105
H 2.34153 -4.47486 -8.51917
H -0.31061 -4.60668 -7.01630
H 0.34551 -3.16896 -7.78669
H 0.90177 -3.07488 -4.01129
H -0.44248 -3.83808 -4.80302
H 0.53063 -0.97897 -5.21686
H -1.01442 -1.54809 -4.60762
H -0.63646 -1.74400 -6.31701
H 3.29417 -3.86876 -6.51365
H 3.01798 -2.97962 -5.05624
H 2.20984 -1.87037 -7.80719
H 3.79054 -1.63749 -7.06627
H 2.36410 -0.98185 -6.27857
```

Computed, not measured: a 2-piece molecular cluster, C3H11N2 overall in a non-equilibrium geometry, with ωB97M-V/def2-TZVPD.

Relative energy (zero: lowest compared OMol25 entry of this formula, charge and spin) = 1.921 eV
Total charge = +1
HOMO = -15.3 eV

```
16
C3H11N2 | OMol25 | ωB97M-V/def2-TZVPD
C -1.08938 2.52526 -1.10061
N -0.79070 1.30864 -0.93102
H -1.43610 2.84217 -2.10540
H -1.01296 3.15653 -0.23534
H -0.01402 0.05934 -0.07387
H -0.85030 0.90613 -1.85928
C 1.19570 -0.63979 1.72419
N 0.66351 -0.77632 0.25546
C -0.13994 -2.07445 -0.03158
H 0.30682 -0.38079 2.25404
H 1.70020 -1.60544 2.18884
H 1.92769 0.08862 1.85152
H 1.31001 -0.62100 -0.47344
H -0.54492 -2.45865 0.85346
H 0.48990 -2.87852 -0.42918
H -0.78422 -1.70078 -0.79449
```

Computed, not measured: one molecule with the formula C20H19F3N2O4 in a non-equilibrium geometry, with ωB97M-V/def2-TZVPD.

Relative energy (zero: lowest compared OMol25 entry of this formula, charge and spin) = 0.339 eV
SMILES string = COc1ccc(OC(F)(F)F)cc1CN[C@H]1C(=O)CC(=O)N[C@H]1c1ccccc1
HOMO = -8.6 eV

```
48
C20H19F3N2O4 | OMol25 | ωB97M-V/def2-TZVPD
C -2.08404 2.17732 2.36415
O -1.63375 0.92464 1.81462
C -0.62668 0.24564 2.44379
C -0.01695 0.68694 3.61111
C 1.00804 -0.04860 4.22448
C 1.46926 -1.26225 3.63920
O 2.47165 -1.90599 4.35454
C 3.27755 -2.94048 3.73373
F 2.50609 -4.09739 3.72649
F 4.39579 -3.19793 4.45115
F 3.70492 -2.52918 2.51119
C 0.85965 -1.70032 2.47324
C -0.21336 -0.98768 1.89437
C -0.86806 -1.48414 0.61395
N -0.59539 -0.45428 -0.43281
C -1.33660 -0.51587 -1.73057
C -2.84645 -0.35285 -1.44686
O -3.63007 -1.27334 -1.51116
C -3.36069 0.99051 -1.01545
C -2.32327 2.05945 -1.34840
O -2.37080 3.11487 -0.78300
N -1.24162 1.89093 -2.16382
C -0.96620 0.57710 -2.70198
C 0.47538 0.44173 -3.11086
C 1.52320 0.90862 -2.26869
C 2.87452 0.73483 -2.65956
C 3.21576 0.20859 -3.90023
C 2.20899 -0.27883 -4.73397
C 0.84875 -0.20416 -4.30772
H -2.94194 2.56659 1.80950
H -1.29287 2.92223 2.38518
H -2.43119 1.98805 3.37045
H -0.34521 1.57672 4.14203
H 1.52483 0.24799 5.15488
H 1.12556 -2.61554 1.97997
H -1.93943 -1.63572 0.84488
H -0.44089 -2.44498 0.31500
H -0.67500 0.48405 -0.04791
H -1.19810 -1.46873 -2.20250
H -4.29803 1.18764 -1.53349
H -3.57426 0.95745 0.05782
H -0.54541 2.61572 -2.14869
H -1.45958 0.46422 -3.62958
H 1.33502 1.43657 -1.33331
H 3.66653 1.10987 -2.00618
H 4.27786 0.19353 -4.23920
H 2.42008 -0.69068 -5.70539
H 0.06643 -0.62290 -4.95435
```

Computed, not measured: C35H59FFeN5O3P3 as an isolated structure, with ωB97M-V/def2-TZVPD.

Relative energy (zero: lowest compared OMol25 entry of this formula, charge and spin) = 0.059 eV
Total charge = +3
Spin multiplicity = 6
Expectation value of S² = 8.763
HOMO (alpha / beta) = -14.8 / -15.6 eV

```
107
C35H59FFeN5O3P3 | OMol25 | ωB97M-V/def2-TZVPD
Fe 1.15533 1.18181 -1.17608
C 3.69999 -0.31406 0.97491
P 2.99224 1.32602 0.65497
C 4.46155 2.40107 0.54804
C 2.23284 1.85511 2.22760
C 1.44567 3.14186 1.99458
P 0.10554 2.91237 0.75674
C -0.52961 4.62302 0.67422
C -1.18680 2.09598 1.75471
H 4.27740 -0.63764 0.10815
H 2.89827 -1.03155 1.14448
H 4.35892 -0.28638 1.84401
H 4.98183 2.40600 1.50701
H 4.18786 3.42578 0.29477
H 5.15078 2.02472 -0.20613
H 3.00293 1.99116 2.98966
H 1.57075 1.05689 2.56463
H 2.10081 3.93658 1.62473
H 1.00446 3.51083 2.92324
H -0.71951 4.96836 1.69199
H -1.46320 4.67589 0.11766
H 0.19798 5.28872 0.21335
H -1.41227 2.70908 2.62883
H -0.84578 1.11478 2.07820
H -2.09806 1.97180 1.17136
F 0.42482 -2.15607 4.90029
C -0.25358 -2.42490 3.77123
C 0.01312 -1.66721 2.67087
C -0.61586 -1.92905 1.44730
C -0.32029 -1.12516 0.27084
O 0.47357 -0.13445 0.36641
C -0.98262 -1.51092 -0.91529
C -1.88180 -2.54974 -0.89004
N -2.15429 -3.28751 0.18676
C -3.14498 -4.35166 0.10386
C -3.16976 -5.22628 -1.10932
C -2.68586 -5.77870 0.19652
C -1.52776 -2.99429 1.39258
C -1.81760 -3.73494 2.54493
C -1.18765 -3.48405 3.75311
N -1.49973 -4.26332 4.87932
C -1.10505 -3.85210 6.22818
C -1.78913 -4.77348 7.24819
N -3.05771 -5.30701 6.65014
C -2.76043 -6.24706 5.50576
C -1.53530 -5.71644 4.75520
C -0.76036 -0.85462 -2.24184
O -1.51311 -1.05609 -3.16675
O 0.30788 -0.10083 -2.31144
H 0.74858 -0.87959 2.74284
H -2.41054 -2.80131 -1.79991
H -4.09020 -4.07757 0.55531
H -2.42683 -5.06288 -1.87728
H -4.14053 -5.52435 -1.47629
H -1.62116 -5.94910 0.28780
H -3.31526 -6.47793 0.72934
H -2.56246 -4.51423 2.48927
H -1.41476 -2.82134 6.39048
H -0.02781 -3.91208 6.39963
H -2.03143 -4.24305 8.16572
H -1.18304 -5.64128 7.50074
H -3.61030 -4.52322 6.29882
H -3.62165 -5.77930 7.35837
H -3.65197 -6.27928 4.88312
H -2.58479 -7.23419 5.92871
H -1.59525 -6.01742 3.71373
H -0.61711 -6.15630 5.15973
N 4.79486 1.12996 -3.47278
C 4.30314 -0.10942 -3.80389
C 3.12757 -0.23158 -3.13581
N 2.90252 0.92002 -2.40256
C 3.92961 1.71785 -2.63702
H 5.64664 1.54203 -3.82174
H 4.82221 -0.77681 -4.46853
H 2.42444 -1.04418 -3.13731
H 4.06192 2.71209 -2.24593
C 2.05423 2.78880 -5.09991
C 0.59579 2.46694 -4.77145
C 0.23134 1.09342 -5.33431
P 0.12657 2.71356 -2.99669
C -1.67495 2.31436 -3.00939
C -2.25792 2.11531 -1.61595
C -2.53085 3.29616 -3.81198
C 0.33959 4.51834 -2.65224
C 0.13774 5.45899 -3.84424
C 1.69646 4.78989 -1.99248
H 2.14226 2.96725 -6.17223
H 2.68955 1.93613 -4.86602
H 2.43846 3.67234 -4.59222
H -0.02940 3.21754 -5.26588
H 0.78589 0.30168 -4.83284
H 0.49747 1.07819 -6.39250
H -0.82740 0.85622 -5.25976
H -1.69588 1.34286 -3.50816
H -2.26508 3.04391 -1.04138
H -1.71745 1.35529 -1.04508
H -3.29427 1.78477 -1.70256
H -2.58603 4.27157 -3.32536
H -3.54781 2.90754 -3.87860
H -2.17345 3.43635 -4.83122
H -0.44743 4.72594 -1.92061
H 0.92524 5.33633 -4.58764
H 0.18036 6.49189 -3.49581
H -0.82102 5.31813 -4.33731
H 2.50999 4.67694 -2.71045
H 1.89380 4.11904 -1.14857
H 1.74139 5.81649 -1.62423
```

Computed, not measured: C18H15N3O2Os as an isolated structure in a non-equilibrium geometry, with ωB97M-V/def2-TZVPD.

Relative energy (zero: lowest compared OMol25 entry of this formula, charge and spin) = 0.264 eV
Total charge = +2
HOMO (alpha / beta) = -15.4 / -15.0 eV

```
39
C18H15N3O2Os | OMol25 | ωB97M-V/def2-TZVPD
Os -0.37608 -1.18367 -0.23523
C 2.54809 -1.47240 -0.69655
N 1.54349 -1.57515 0.37220
C 1.77187 -1.92007 1.61127
C 0.62458 -1.89823 2.43222
C 0.35647 -2.12686 3.81972
C -0.95109 -1.87350 3.99833
C -1.49878 -1.49233 2.69699
N -0.55890 -1.51289 1.78844
C 1.81444 -0.67225 -1.75448
C 0.64763 -1.25379 -2.33732
C -0.18517 -0.45715 -3.14560
C 0.13062 0.87247 -3.37549
C 1.29781 1.40463 -2.84571
C 2.12861 0.64512 -2.02597
H 2.83014 -2.46919 -1.04570
H 3.44319 -0.96483 -0.33546
H 2.75903 -2.18909 1.97157
H 1.07368 -2.43890 4.56101
H -1.52315 -1.94367 4.90907
H -2.52352 -1.23895 2.46292
H 0.55035 -2.34004 -2.39139
H -1.05786 -0.90423 -3.60444
H -0.50604 1.47823 -4.00573
H 1.56455 2.43073 -3.06439
H 3.02041 1.08921 -1.60096
O -4.00143 0.30790 -1.00767
C -2.86415 0.11912 -0.71825
O -2.22594 -1.05799 -0.82334
C -1.95796 1.19244 -0.18044
C -2.35956 2.49702 -0.00008
C -1.44504 3.40867 0.51069
C -0.16595 2.97679 0.82642
C 0.17616 1.65207 0.62090
N -0.70749 0.78196 0.12042
H -3.37471 2.76495 -0.26135
H -1.72755 4.44151 0.66363
H 0.57067 3.65453 1.23393
H 1.15856 1.26783 0.85585
```

Computed, not measured: a 3-piece molecular cluster, C10H21BF2O2 overall, with ωB97M-V/def2-TZVPD.

Relative energy (zero: lowest compared OMol25 entry of this formula, charge and spin) = 0.000 eV
SMILES string = C[C@H](F)BF.C1CCOC1.C1CCOC1
HOMO = -9.5 eV

```
36
C10H21BF2O2 | OMol25 | ωB97M-V/def2-TZVPD
C 0.37572 3.60486 -4.15404
C -0.94633 2.87656 -3.92065
F -1.08558 1.84956 -4.88313
B -2.17365 3.84846 -4.17672
F -3.13877 3.99912 -3.27843
H 1.09467 3.42010 -3.36167
H 0.77869 3.26376 -5.10314
H 0.22976 4.68357 -4.22286
H -0.95907 2.41761 -2.93481
H -2.18179 4.49386 -5.18338
C -1.65521 0.50731 1.08478
C -0.15063 0.70086 1.24082
C 0.25395 1.10758 -0.16775
O -0.86574 1.80716 -0.72393
C -2.01297 1.62225 0.11197
H -2.20534 0.57457 2.02185
H -1.86187 -0.46744 0.63715
H 0.05176 1.51556 1.94118
H 0.36730 -0.19000 1.58926
H 0.46001 0.23035 -0.79049
H 1.12790 1.76022 -0.18917
H -2.21615 2.56061 0.63892
H -2.87335 1.38427 -0.51443
C 2.20711 -3.92843 3.40622
C 1.67404 -4.59018 2.13852
C 0.40147 -3.79367 1.88786
O 0.64879 -2.47494 2.38473
C 1.84786 -2.46933 3.16516
H 3.27385 -4.07812 3.56436
H 1.67518 -4.30885 4.28102
H 2.37788 -4.44697 1.31561
H 1.48785 -5.65751 2.24529
H -0.44820 -4.21881 2.43235
H 0.13925 -3.73184 0.83118
H 2.63267 -1.95586 2.59869
H 1.66895 -1.91624 4.08770
```